(1)
The ion C5H13N2 with charge +1 in a non-equilibrium geometry. Source: the Open Molecules 2025 dataset; level of theory: ωB97M-V/def2-TZVPD.

Kohn-Sham gap, Ha: 0.272
HOMO energy, eV: -11.673
LUMO energy, eV: -4.27
Total charge: +1

Each line ends with the natural charge from an NBO analysis.
Cartesian coordinates (Å):
1 C -0.8658 -0.5753 -2.0212  -0.627
2 C -1.5160 -0.0625 -0.6943  -0.051
3 C -0.4100 0.5470 0.1341  -0.463
4 C 0.5043 -0.3265 0.9512  -0.085
5 C 1.3796 0.1910 1.8295  -0.139
6 N 2.7710 -0.3967 1.8643  -0.691
7 N -2.5007 0.8990 -1.1305  -0.859
8 H -0.4428 0.2080 -2.6497  0.217
9 H -1.6748 -1.0414 -2.6006  0.220
10 H -0.1668 -1.4236 -1.9483  0.196
11 H -1.9727 -0.9137 -0.1818  0.191
12 H -0.6714 1.3274 0.8949  0.243
13 H 0.2171 1.1979 -0.4876  0.246
14 H 0.3448 -1.4021 0.8060  0.231
15 H 1.2165 0.9602 2.5789  0.246
16 H 2.7356 -1.3785 2.1638  0.445
17 H 3.3559 0.1366 2.5051  0.455
18 H 3.1013 -0.3902 0.9030  0.453
19 H -3.1395 0.5695 -1.8270  0.389
20 H -2.2658 1.8740 -1.0897  0.384

(2)
The molecule C5H6N2 in a non-equilibrium geometry. Source: the Open Molecules 2025 dataset; level of theory: ωB97M-V/def2-TZVPD.

Kohn-Sham gap, Ha: 0.243
HOMO energy, eV: -7.253
LUMO energy, eV: -0.63

Each line ends with the natural charge from an NBO analysis.
Cartesian coordinates (Å):
1 C 0.8016 -0.3235 -1.3712  -0.330
2 C -0.4921 1.3422 -0.6080  0.206
3 C -1.1148 0.5468 1.5899  0.046
4 N 0.2084 0.9863 -1.6026  -0.311
5 N -0.5116 0.4579 0.4727  -0.323
6 C 0.4697 -0.8313 0.0128  -0.063
7 C 0.7071 -1.7377 0.8843  -0.489
8 H -1.0483 2.2734 -0.5744  0.192
9 H 0.4152 -1.0059 -2.1340  0.226
10 H 1.8801 -0.2395 -1.5316  0.227
11 H -1.7050 1.4129 1.8641  0.187
12 H -0.9277 -0.2697 2.2877  0.238
13 H 1.3173 -2.6118 0.7104  0.194

(3)
A structure of composition C10H27CrN3S2 in a non-equilibrium geometry. Source: the Open Molecules 2025 dataset; level of theory: ωB97M-V/def2-TZVPD.

Kohn-Sham gap (spin up / spin down), Ha: 0.296 / 0.388
HOMO energy (spin up / spin down), eV: -13.772 / -16.364
LUMO energy (spin up / spin down), eV: -5.72 / -5.79
Multiplicity: 5
Total charge: +2
⟨S²⟩: 6.014

Each line ends with the natural charge from an NBO analysis.
Cartesian coordinates (Å):
1 Cr -0.1255 -0.1549 0.3727  1.040
2 S -0.7244 -2.5114 0.2110  0.232
3 S -0.7230 2.2804 0.2422  0.228
4 C 0.8480 -3.4860 0.2485  -0.713
5 C -1.0057 -2.5436 -1.6122  -0.519
6 C -0.3727 -1.3512 -2.3027  -0.229
7 N -0.7995 -0.1198 -1.6072  -0.675
8 C -0.3807 1.1332 -2.2737  -0.222
9 C -1.0503 2.3003 -1.5689  -0.519
10 H -2.0996 -2.5458 -1.7500  0.251
11 H -0.6072 -3.4835 -2.0077  0.272
12 H -0.7078 -1.2821 -3.3505  0.238
13 H 0.7258 -1.3929 -2.3074  0.201
14 H -0.6909 1.0806 -3.3295  0.238
15 H 0.7196 1.1930 -2.2534  0.193
16 H -2.1444 2.2589 -1.6853  0.249
17 H -0.6924 3.2532 -1.9706  0.271
18 C 0.7695 3.3641 0.2153  -0.709
19 H -1.8324 -0.1230 -1.5775  0.392
20 H 1.5055 3.0341 -0.5243  0.215
21 H 1.2043 3.3716 1.2154  0.237
22 H 0.4157 4.3696 -0.0350  0.265
23 H 1.2777 -3.3761 1.2497  0.231
24 H 1.5578 -3.1552 -0.5199  0.214
25 H 0.5777 -4.5328 0.0821  0.272
26 C -3.0685 -0.0794 0.6995  -0.389
27 C -2.5364 -0.0855 1.9191  -0.377
28 H -3.2660 -1.0105 0.1544  0.207
29 H -3.2599 0.8496 0.1528  0.210
30 H -2.2891 -1.0298 2.4587  0.214
31 H -2.2485 0.8453 2.4591  0.215
32 N 0.5347 -0.2161 2.3917  -0.858
33 C 1.6485 0.7389 2.4414  -0.237
34 C 2.5223 0.6041 1.1916  -0.244
35 N 1.8336 -0.0729 0.0615  -0.896
36 H 0.8394 -1.1810 2.5457  0.384
37 H -0.1440 -0.0558 3.1346  0.414
38 H 1.2485 1.7550 2.5428  0.214
39 H 2.2679 0.5346 3.3269  0.241
40 H 2.8607 1.5797 0.8295  0.240
41 H 3.3977 -0.0244 1.4087  0.230
42 H 1.9698 0.3437 -0.8633  0.394
43 H 2.0440 -1.0762 -0.0162  0.386

(4)
A cluster of 3 separate species, C32H40N2O14P2 in total in a non-equilibrium geometry. Source: the Open Molecules 2025 dataset; level of theory: ωB97M-V/def2-TZVPD.

Kohn-Sham gap, Ha: 0.237
HOMO energy, eV: -8.189
LUMO energy, eV: -1.73

Each line ends with the Mulliken charge.
Cartesian coordinates (Å):
1 C 5.6115 1.3107 3.7799  -0.929
2 O 4.5972 0.5383 3.1602  -0.112
3 C 5.1962 -0.3233 2.2106  -1.036
4 C 4.1767 -1.3688 1.7644  -0.596
5 C 3.0968 -0.7945 0.8251  0.784
6 C 2.7048 -1.7059 -0.3597  -1.372
7 C 2.3916 -3.1759 0.0065  -0.586
8 C 0.9072 -3.3256 0.4018  -0.595
9 C 0.6465 -3.1702 1.9299  0.439
10 C -0.8034 -3.6132 2.1890  -0.887
11 C -1.3824 -3.2567 3.5724  -0.900
12 C -1.0857 -1.8304 4.0770  -1.081
13 N -1.0908 -0.8160 3.0372  0.661
14 C -2.2819 -0.4566 2.4307  0.576
15 O -3.3660 -0.9609 2.6414  -0.606
16 C -1.8596 0.6796 1.5109  0.298
17 C -2.4915 1.2549 0.4326  0.077
18 C -3.8802 0.7863 -0.0179  -0.585
19 P -5.1475 1.1552 1.2606  0.977
20 O -6.0994 2.0836 0.6486  -0.785
21 O -5.9220 -0.2123 1.6483  -0.536
22 O -4.5080 1.8688 2.5630  -0.534
23 C -1.8414 2.2665 -0.2377  -1.434
24 C -0.6036 2.7130 0.1619  -0.987
25 C 0.0269 2.1512 1.2596  0.761
26 P 1.6514 2.7938 1.8279  0.634
27 N 1.5875 3.0838 3.3760  -0.834
28 C -0.6045 1.1289 1.9298  0.188
29 C -0.2249 0.2939 3.1602  -0.152
30 O 0.5439 0.4672 4.0684  -0.520
31 H 6.1817 1.9177 3.0630  0.362
32 H 6.2748 0.6278 4.3318  0.343
33 H 5.1806 1.9989 4.5133  0.251
34 H 6.0242 -0.8751 2.6848  0.488
35 H 5.5350 0.2062 1.3065  0.398
36 H 4.6897 -2.1813 1.2327  0.443
37 H 3.6553 -1.8262 2.6145  0.246
38 H 2.1676 -0.5554 1.3615  -0.772
39 H 3.4374 0.1639 0.4055  0.649
40 H 3.4730 -1.6628 -1.1446  0.391
41 H 1.8148 -1.2440 -0.8095  0.385
42 H 2.5293 -3.7518 -0.9199  0.273
43 H 3.0382 -3.5982 0.7795  0.440
44 H 0.3058 -2.5709 -0.1258  0.121
45 H 0.4740 -4.2949 0.1232  0.351
46 H 0.8318 -2.1154 2.1626  -0.425
47 H 1.3829 -3.7565 2.4951  0.335
48 H -0.8049 -4.7105 2.1280  0.582
49 H -1.4177 -3.2583 1.3531  0.296
50 H -2.4704 -3.3759 3.4878  0.328
51 H -1.0561 -3.9888 4.3176  0.485
52 H -0.1311 -1.8407 4.6070  0.468
53 H -1.8459 -1.6023 4.8385  0.345
54 H -3.8396 -0.2753 -0.2806  0.415
55 H -4.1343 1.3552 -0.9126  0.457
56 H -5.8347 -0.3819 2.5951  0.375
57 H -4.7373 1.4084 3.3802  0.366
58 H -2.2817 2.7478 -1.1089  0.793
59 H -0.1513 3.5337 -0.3871  0.308
60 H 1.8874 4.0016 1.1260  0.028
61 H 2.6752 1.8819 1.4934  -0.045
62 H 2.3089 2.5211 3.8205  0.308
63 C -1.4364 6.4223 -2.5061  -1.042
64 C -1.5693 7.7048 -2.8691  0.416
65 C -2.8528 8.2324 -3.4423  0.895
66 O -2.9167 9.4102 -3.7352  -0.611
67 C -3.9573 7.3020 -3.6224  -0.879
68 C -3.8227 6.0194 -3.2621  0.299
69 C -2.5475 5.5002 -2.6651  0.944
70 O -2.4890 4.3260 -2.3400  -0.551
71 O -4.8070 5.1355 -3.4110  -0.574
72 O -0.5805 8.5840 -2.7444  -0.569
73 H -0.5178 6.0323 -2.0908  0.468
74 H -4.8709 7.6885 -4.0513  0.427
75 H -4.4624 4.2880 -3.0742  0.323
76 H -0.9352 9.4320 -3.0743  0.353
77 C 1.1803 -3.7344 -5.4055  -0.873
78 C 0.6199 -3.7493 -4.1901  0.325
79 C 0.3175 -5.0341 -3.4773  1.081
80 O -0.1750 -4.9767 -2.3667  -0.579
81 C 0.6261 -6.2855 -4.1531  -1.093
82 C 1.1837 -6.2715 -5.3704  0.383
83 C 1.5103 -4.9860 -6.0729  0.998
84 O 2.0328 -5.0388 -7.1696  -0.610
85 O 1.4819 -7.3895 -6.0290  -0.568
86 O 0.2987 -2.6317 -3.5391  -0.590
87 H 1.4047 -2.8152 -5.9279  0.434
88 H 0.3883 -7.2046 -3.6363  0.437
89 H 1.8726 -7.1026 -6.8761  0.355
90 H -0.0846 -2.9215 -2.6887  0.284

| no. | electronic energy (eV) |
| --- | --- |
| 1 | -8367.028 |
| 2 | -8257.685 |
| 3 | -65356.262 |
| 4 | -84056.032 |